No. 1
Below is C23H25CrN2O6S as an isolated structure, with properties calculated with the ωB97M-V functional and the def2-TZVPD basis.

The geometry in XYZ format:
```
58
C23H25CrN2O6S | the Open Molecules 2025 dataset | the ωB97M-V functional and the def2-TZVPD basis
Cr 0.34 -0.04 0.60
S 2.15 2.32 -0.18
O 1.63 0.88 -0.57
O 1.47 0.42 2.44
O -3.37 1.03 0.13
O -1.12 1.14 0.20
O 1.62 -0.32 4.55
O 1.60 -1.65 0.88
N -0.56 -1.25 -0.75
N -0.92 -0.30 2.18
C 2.43 -2.31 0.24
C -2.31 0.73 0.61
C 3.34 2.60 -1.46
C -1.87 -2.85 -2.62
C 0.22 3.45 -1.80
C 0.87 3.46 -0.56
C -1.33 -0.67 4.47
C 2.61 -2.11 -1.23
C -2.61 -3.69 -3.62
C -1.19 5.22 -0.98
C 3.22 -3.35 0.94
C -0.88 -0.77 -1.96
C -0.90 -2.52 -0.46
C -1.51 -1.53 -2.91
C -0.46 -0.50 3.41
C -2.19 -0.02 1.93
C 0.98 -0.13 3.43
C -2.70 -0.58 4.18
C -0.53 5.22 0.23
C -3.14 -0.19 2.93
C 0.51 4.33 0.46
C -1.55 -3.33 -1.36
C -0.82 4.34 -2.00
H 2.74 -1.05 -1.44
H -0.97 -0.81 5.48
H -3.68 -3.67 -3.38
H 4.16 1.92 -1.30
H -1.81 -4.34 -1.07
H -4.18 0.02 2.72
H -3.42 -0.73 4.98
H -0.82 5.92 1.01
H 2.87 2.45 -2.43
H -2.48 -3.32 -4.63
H 0.51 2.76 -2.57
H 2.51 0.05 4.50
H 1.70 -2.44 -1.73
H 3.45 -2.69 -1.61
H 1.03 4.31 1.41
H -2.01 5.91 -1.15
H -1.34 4.35 -2.94
H 2.99 -3.39 2.00
H 3.68 3.63 -1.36
H -0.62 0.27 -2.14
H 3.02 -4.32 0.47
H -1.74 -1.10 -3.88
H -0.63 -2.88 0.53
H 4.28 -3.15 0.77
H -2.28 -4.73 -3.57
```

As for the HOMO energy (spin up / spin down): -14.7 / -14.8 eV. As for the total charge: +2. For the energy relative to the best compared isomer or geometry (same formula, charge and spin), the calculation gives 63.9 kJ/mol. As for the expectation value of S²: 3.775. As for the multiplicity: 4. The LUMO energy (spin up / spin down) comes out at -6.429 / -6.681 eV.


No. 2
Below is one molecule with the formula C2H4O3S, with properties calculated with the ωB97M-V functional and the def2-TZVPD basis.

The geometry in XYZ format:
```
10
C2H4O3S | the Open Molecules 2025 dataset | the ωB97M-V functional and the def2-TZVPD basis
S 1.23 0.07 -0.01
O -1.25 -1.31 0.71
O 1.85 -0.89 -0.88
O 2.10 1.04 0.63
C -0.36 0.64 -0.69
C -0.49 -0.16 0.72
H -1.20 -1.59 -0.14
H -0.70 0.73 1.68
H -0.70 -0.17 -1.38
H -0.48 1.65 -0.64
```

As for the HOMO energy: -9.9 eV. As for the total charge: 0. For the energy relative to the best compared isomer or geometry (same formula, charge and spin), the calculation gives 332.2 kJ/mol. Its SMILES is O=S1(=O)C[C@H]1O. The LUMO energy comes out at 0.442 eV.


No. 3
Below is one molecule with the formula C4H10S, with properties calculated with the ωB97M-V functional and the def2-TZVPD basis.

The geometry in XYZ format:
```
15
C4H10S | the Open Molecules 2025 dataset | the ωB97M-V functional and the def2-TZVPD basis
S 0.88 0.62 0.53
C -0.16 -0.54 -0.42
C -1.59 -0.14 -0.21
C -2.41 0.06 -1.53
C 2.39 -0.41 1.14
H -1.65 0.75 0.46
H 2.74 -0.94 0.26
H 2.11 -1.25 1.86
H -2.29 -0.75 -2.08
H -0.11 -1.56 -0.02
H -2.18 -0.83 0.38
H 3.13 0.23 1.53
H -1.98 0.91 -2.08
H -3.51 0.19 -1.34
H 0.25 -0.52 -1.37
```

As for the HOMO energy: -8.4 eV. As for the total charge: 0. For the energy relative to the best compared isomer or geometry (same formula, charge and spin), the calculation gives 87.1 kJ/mol. Its SMILES is CCCSC. The LUMO energy comes out at 1.105 eV.


No. 4
Below is a 3-piece molecular cluster, C5H15NO2 overall, with properties calculated with the ωB97M-V functional and the def2-TZVPD basis.

The geometry in XYZ format:
```
23
C5H15NO2 | the Open Molecules 2025 dataset | the ωB97M-V functional and the def2-TZVPD basis
O -3.74 -1.09 3.29
O 3.70 -0.88 1.55
N -1.48 0.28 -1.16
C -1.65 -0.49 -2.39
C 1.05 0.30 -1.52
C 2.16 0.24 -0.56
C -0.23 0.80 -0.75
C -0.14 1.52 0.38
H -2.90 -0.67 3.47
H 0.79 -0.73 -1.88
H -0.75 -1.09 -2.59
H -4.40 -0.56 3.75
H 2.42 1.18 -0.05
H -0.92 1.73 1.11
H -1.88 0.30 -3.12
H 2.02 -0.33 0.38
H 4.58 -0.73 1.17
H 0.78 2.04 0.53
H 3.08 -0.23 -0.93
H 1.18 0.77 -2.48
H 3.83 -1.34 2.39
H -2.23 0.72 -0.65
H -2.49 -1.20 -2.30
```

As for the HOMO energy: -7.3 eV. As for the total charge: 0. For the energy relative to the best compared isomer or geometry (same formula, charge and spin), the calculation gives 231.9 kJ/mol. Its SMILES is C=C(CC)NC.O.O. The LUMO energy comes out at 0.755 eV.


No. 5
Below is C35H38N2O2P2PtS2 as an isolated structure, with properties calculated with the ωB97M-V functional and the def2-TZVPD basis.

The geometry in XYZ format:
```
82
C35H38N2O2P2PtS2 | the Open Molecules 2025 dataset | the ωB97M-V functional and the def2-TZVPD basis
Pt 0.09 -0.15 0.04
S 0.38 0.22 -2.43
S 0.88 2.12 0.18
P -2.42 0.06 0.17
P 0.63 2.17 -1.85
O -0.56 2.95 -2.51
O 1.88 2.82 -2.57
N 2.32 -0.84 0.22
N 0.72 -0.74 2.30
C -0.43 -2.21 -0.13
C 3.84 1.70 -3.43
C -3.19 0.01 2.88
C -1.73 -2.58 0.46
C 3.25 2.49 -2.28
C -2.95 2.72 3.28
C -6.03 1.65 -0.97
C -3.33 1.91 4.34
C -4.11 -2.15 0.67
C -5.18 0.38 -2.82
C 3.08 -1.08 -0.84
C -0.90 4.36 -2.33
C 0.17 -0.31 4.58
C 2.89 -0.43 1.36
C 0.24 5.31 -2.61
C -2.67 2.20 2.02
C -3.87 0.59 -0.83
C 1.43 0.21 4.79
C -2.81 -1.70 0.43
C -1.95 -3.88 0.93
C 5.04 -0.42 0.32
C -2.32 3.17 0.92
C -0.14 -0.78 3.31
C 4.45 -0.89 -0.83
C 2.36 0.19 3.76
C -4.01 0.10 -2.13
C -3.24 -4.32 1.19
C 4.25 -0.19 1.44
C -6.19 1.15 -2.25
C -2.77 0.81 1.82
C 1.97 -0.30 2.52
C -3.46 0.54 4.13
C -2.95 -0.76 -2.77
C -4.32 -3.47 1.02
C -4.87 1.38 -0.26
H -5.31 -0.01 -3.82
H -0.52 -2.09 -1.21
H 3.32 0.76 -3.56
H -2.99 4.03 0.96
H -0.57 -0.34 5.36
H 5.04 -1.12 -1.71
H 3.77 3.45 -2.17
H -1.97 -0.32 -2.64
H -3.14 -0.87 -3.84
H 0.65 5.15 -3.60
H -6.81 2.25 -0.51
H -3.80 -0.11 4.93
H -1.11 -4.56 1.01
H -4.94 -1.46 0.61
H 2.57 -1.42 -1.73
H 1.71 0.61 5.76
H -0.13 6.33 -2.53
H -3.40 -5.35 1.50
H -4.77 1.76 0.75
H 6.11 -0.24 0.37
H -1.31 3.54 1.06
H -2.94 -1.76 -2.32
H 3.78 2.27 -4.35
H 4.70 0.16 2.36
H -2.90 3.79 3.43
H 3.36 0.55 3.92
H -1.10 -1.22 3.09
H 4.90 1.50 -3.22
H 3.31 1.96 -1.34
H 1.05 5.19 -1.88
H -3.55 2.34 5.30
H -7.10 1.35 -2.80
H -1.29 4.49 -1.32
H -2.39 2.72 -0.07
H -3.33 -1.05 2.73
H -5.33 -3.82 1.19
H -1.71 4.51 -3.04
H 0.40 -2.86 0.13
```

As for the HOMO energy (spin up / spin down): -9.6 / -10.8 eV. As for the total charge: +1. For the energy relative to the best compared isomer or geometry (same formula, charge and spin), the calculation gives 19.9 kJ/mol. As for the expectation value of S²: 0.756. As for the multiplicity: 2. The LUMO energy (spin up / spin down) comes out at -3.068 / -3.259 eV.


No. 6
Below is a 3-piece molecular cluster, C29H69N6O4P2 overall, with properties calculated with the ωB97M-V functional and the def2-TZVPD basis.

The geometry in XYZ format:
```
110
C29H69N6O4P2 | the Open Molecules 2025 dataset | the ωB97M-V functional and the def2-TZVPD basis
P 1.69 2.45 -6.64
P 0.00 -5.96 4.68
O -1.16 8.76 0.66
O 1.51 2.80 -5.16
O 0.98 -5.23 3.76
O -0.05 8.17 2.65
N 1.95 2.13 -8.37
N 0.09 1.81 -6.76
N 0.46 -5.03 6.07
N 2.79 1.16 -6.30
N -1.08 -6.89 5.75
N -1.37 -5.21 3.93
C -1.65 0.63 4.88
C -2.59 -4.73 4.55
C -0.37 0.64 -7.49
C 1.18 3.02 -9.27
C -0.33 -7.62 6.80
C 1.77 -4.37 6.03
C 1.89 1.62 -0.94
C 0.92 0.35 -1.17
C -0.98 2.80 -6.65
C 1.04 5.61 1.61
C -3.42 0.70 -0.14
C -1.06 1.94 -0.61
C -2.77 -0.24 0.99
C -2.32 -0.18 3.65
C -0.40 7.89 1.45
C -0.44 -4.21 6.87
C 1.01 4.12 0.93
C 0.05 6.52 0.74
C 2.40 3.33 1.10
C -2.65 2.08 -0.41
C 3.48 1.19 -5.01
C 3.37 2.35 -8.77
C 2.36 1.80 0.61
C -1.63 -5.65 2.56
C -0.60 0.76 -1.60
C -0.25 1.32 4.53
C 2.61 -0.23 -6.68
C -1.84 -7.96 5.05
C -2.09 0.53 2.22
H 0.18 -0.26 -7.24
H -1.58 0.00 5.85
H -3.19 -4.16 3.84
H -0.67 -3.27 6.37
H 2.86 1.39 -1.52
H -0.52 1.21 -2.66
H 2.53 -5.04 5.64
H 0.20 -6.95 7.48
H 3.50 2.16 -9.84
H 0.54 6.74 -0.26
H -2.34 -4.99 2.05
H -2.41 -4.03 5.36
H -1.28 -0.16 -1.60
H 0.11 3.60 1.41
H 3.42 1.35 0.72
H 4.06 1.68 -8.27
H 4.37 0.55 -5.01
H -2.02 -6.67 2.52
H -0.71 -5.62 1.96
H -0.81 3.47 -5.80
H 3.68 3.38 -8.55
H 1.47 2.87 -10.31
H 0.89 -0.36 -0.28
H -1.96 2.34 -6.49
H 2.30 -0.34 -7.72
H 0.68 5.44 2.70
H 0.41 -8.30 6.36
H -3.24 -5.53 4.94
H -0.94 0.48 2.04
H -2.38 -8.58 5.76
H -0.68 2.92 -1.07
H -2.86 2.90 0.38
H 3.84 2.19 -4.78
H -1.36 -4.74 7.13
H 1.74 -3.46 5.42
H 0.32 0.61 3.83
H -2.39 1.48 5.14
H -2.60 -7.56 4.39
H -1.01 -8.19 7.44
H 2.10 -4.10 7.04
H 1.34 -0.26 -2.05
H 0.02 -3.97 7.83
H -1.05 3.43 -7.55
H 1.89 -0.73 -6.03
H -3.43 0.11 -1.13
H -1.17 -8.60 4.46
H 3.55 -0.78 -6.61
H -0.49 2.26 3.90
H -3.61 -0.92 1.41
H -0.51 1.80 0.38
H -0.35 0.77 -8.58
H -3.07 2.50 -1.40
H -2.35 1.64 2.29
H -1.99 -0.95 0.52
H 0.11 2.81 -9.25
H 1.33 4.07 -9.01
H -3.45 -0.29 3.87
H 2.61 3.30 2.24
H -1.87 -1.24 3.64
H 1.69 1.19 1.34
H 3.20 3.96 0.57
H 1.50 2.60 -1.36
H 0.41 1.56 5.44
H -1.41 0.40 -7.23
H 2.13 5.98 1.60
H 0.86 4.32 -0.19
H 2.82 0.85 -4.20
H -0.89 5.87 0.54
H -4.53 0.93 0.08
```

As for the HOMO energy: -3.6 eV. As for the total charge: -1. The LUMO energy comes out at 0.251 eV.


no.,total energy (eV)
1,-78767.8524
2,-19112.3799
3,-15144.4644
4,-11011.5432
5,-87480.4192
6,-66893.3016